## A
This record from OMol25 describes a 2-piece molecular cluster, C2H5NO2 overall. The level of theory is ωB97M-V with the def2-TZVPD basis set.

ORCA input file:
```
! wB97M-V def2-TZVPD RIJCOSX def2/J DEFGRID3
* xyz 0 1
O -0.083 -2.146 -0.184
C -0.746 -1.527 -0.981
H -1.089 -1.936 -1.934
H -1.147 -0.565 -0.625
C 0.638 1.333 0.222
N 0.309 0.626 1.375
O -0.161 1.731 -0.583
H 1.679 1.692 0.320
H 1.167 0.246 1.762
H -0.408 -0.076 1.232
*
```

Results
frontier orbital gap = 0.400 Ha
E_HOMO = -10.1850 eV
structure (SMILES) = NC=O.C=O

## B
This record from OMol25 describes C2H5NO2 as an isolated structure. The level of theory is ωB97M-V with the def2-TZVPD basis set.

ORCA input file:
```
! wB97M-V def2-TZVPD RIJCOSX def2/J DEFGRID3
* xyz 0 1
C 1.785 -0.363 -0.280
C -0.513 1.389 0.611
N -0.262 0.597 -0.330
O 1.849 -1.119 0.577
O 1.945 0.392 -1.151
H -0.662 2.490 0.445
H -0.387 0.892 1.639
H -1.759 -2.977 -0.284
H -0.294 0.995 -1.350
H -1.702 -2.296 0.123
*
```

Results
frontier orbital gap = 0.416 Ha
E_HOMO = -10.4809 eV

## C
This record from OMol25 describes a 2-piece molecular cluster, C2H5NO2 overall. The level of theory is ωB97M-V with the def2-TZVPD basis set.

ORCA input file:
```
! wB97M-V def2-TZVPD RIJCOSX def2/J DEFGRID3
* xyz 0 1
C -0.436 -0.711 -2.376
C 0.093 0.492 1.833
N 0.280 -0.324 0.901
O -1.322 -0.174 -2.973
O 0.847 1.567 1.994
H -0.355 -0.608 -1.341
H 0.274 -1.390 -2.898
H -0.672 0.380 2.734
H -0.389 -0.956 0.714
H 1.679 1.723 1.412
*
```

Results
frontier orbital gap = 0.392 Ha
E_HOMO = -9.8766 eV
structure (SMILES) = [H]/N=C/O.C=O

Which is less stable than every other structure shown? C is.